Record 1
Molecular formula: FH3P2S2
Method: DFT, ωB97M-V/def2-TZVPD

CARTESIAN COORDINATES (ANGSTROEM)
F 1.473 0.203 -0.977
P -0.347 -2.029 -0.063
P 0.754 -0.145 0.414
S 2.125 -0.249 1.684
S -0.967 2.218 0.373
H -0.555 -1.368 -1.361
H -1.572 -1.683 0.576
H -0.910 3.053 -0.645

## Properties
HOMO-LUMO gap (alpha / beta) ... 6.67 / 6.49 eV
HOMO level (alpha / beta) ... -9.124 / -8.934 eV
ΔE to the lowest compared entry with this formula, charge and spin ... 218.3 kJ/mol
DFT total energy ... -1580.70236 Ha

---

Record 2
Molecular formula: C4H9NO
Method: DFT, ωB97M-V/def2-TZVPD

CARTESIAN COORDINATES (ANGSTROEM)
C -0.848 -0.899 -0.780
C -1.931 -0.217 0.024
C 1.072 0.392 -0.006
N 1.517 1.713 -0.036
C 1.330 -0.444 1.017
O 0.271 0.120 -1.054
H 1.412 2.149 -0.941
H 2.394 1.894 0.419
H -0.514 -1.827 -0.313
H -1.163 -1.114 -1.800
H 1.949 -0.121 1.838
H 1.105 -1.492 0.962
H -2.797 -0.872 0.094
H -1.577 0.004 1.029
H -2.219 0.714 -0.453

## Properties
HOMO-LUMO gap ... 8.96 eV
SMILES ... C=C(N)OCC
HOMO level ... -7.844 eV
ΔE to the lowest compared entry with this formula, charge and spin ... 161.9 kJ/mol
DFT total energy ... -287.77079 Ha

---

Record 3
Molecular formula: C8H16ClIrO4S4
Method: DFT, ωB97M-V/def2-TZVPD

CARTESIAN COORDINATES (ANGSTROEM)
Ir -0.240 -0.443 0.197
C -2.187 0.705 2.658
C -1.128 -0.082 3.413
S 0.369 0.014 2.394
C 1.472 -1.328 2.908
C 2.516 -1.454 1.812
S 1.815 -1.612 0.127
C 1.366 -3.373 -0.068
C 0.086 -3.757 0.658
S -1.173 -2.586 0.084
C -2.526 -2.613 1.286
C -3.366 -1.384 0.993
S -2.403 0.168 0.924
H -1.933 1.765 2.583
H -3.168 0.633 3.132
H -1.407 -1.115 3.607
H -0.901 0.410 4.362
H 0.910 -2.242 3.086
H 1.945 -1.012 3.842
H 3.164 -2.319 1.966
H 3.153 -0.569 1.751
H 2.228 -3.949 0.276
H 1.287 -3.509 -1.150
H 0.177 -3.734 1.742
H -0.241 -4.753 0.351
H -2.138 -2.648 2.302
H -3.107 -3.518 1.096
H -4.148 -1.230 1.739
H -3.848 -1.442 0.014
O 1.338 1.637 -2.394
Cl 0.112 1.363 -1.813
O -1.012 2.049 -2.235
O 0.225 1.495 -0.242
O -0.143 -0.184 -1.838

## Properties
HOMO-LUMO gap (alpha / beta) ... 8.76 / 6.94 eV
Net charge ... +3
2S+1 ... 2
HOMO level (alpha / beta) ... -20.870 / -21.479 eV
ΔE to the lowest compared entry with this formula, charge and spin ... 6.0 kJ/mol
DFT total energy ... -2771.27562 Ha
Expectation value of S² ... 0.757